1.
Density functional theory data (the ωB97M-V functional and the def2-TZVPD basis) for a structure of composition CH4OS.

XYZ file:
```
7
Properties=species:S:1:pos:R:3:mulliken_charge:R:1
C 0.217 -0.364 0.159 -0.333
O 1.004 0.714 -0.146 -0.462
S -1.563 -0.140 0.105 -0.163
H 0.533 -1.176 -0.644 0.249
H 0.512 -0.946 1.342 0.226
H 0.644 1.592 0.312 0.345
H -1.348 0.320 -1.127 0.139
```

Results
ΔE to the lowest compared entry with this formula, charge and spin ... 0.718 eV
Max |F| ... 0.101 Eh/bohr

2.
Density functional theory data (the ωB97M-V functional and the def2-TZVPD basis) for the molecule CH4OS2.

XYZ file:
```
8
Properties=species:S:1:pos:R:3:mulliken_charge:R:1
O 1.196 -0.035 0.468 -0.457
C -0.136 -0.207 0.548 -0.242
S -1.055 1.033 -0.323 -0.150
S -0.603 -1.909 -0.183 -0.189
H 1.450 -0.272 -0.401 0.356
H -0.440 -0.160 1.665 0.353
H -0.611 0.742 -1.550 0.144
H -1.882 -1.357 -0.158 0.185
```

Results
ΔE to the lowest compared entry with this formula, charge and spin ... 0.373 eV
SMILES ... OC(S)S
Max |F| ... 0.046 Eh/bohr

3.
Density functional theory data (the ωB97M-V functional and the def2-TZVPD basis) for a structure of composition CH4OSr.

XYZ file:
```
7
Properties=species:S:1:pos:R:3:mulliken_charge:R:1
Sr -0.936 0.546 0.479 1.551
O -0.777 0.766 2.610 -1.054
H -0.134 1.232 3.143 0.202
C 0.296 -0.502 -1.325 -1.603
H 1.363 -0.219 -1.338 0.317
H -0.099 -0.217 -2.317 0.277
H 0.287 -1.605 -1.252 0.310
```

Results
DFT total energy ... -146.39438 hartree
Max |F| ... 0.024 Eh/bohr

4.
Density functional theory data (the ωB97M-V functional and the def2-TZVPD basis) for the molecule CH4P2.

XYZ file:
```
7
Properties=species:S:1:pos:R:3:mulliken_charge:R:1
C 1.436 0.308 0.290 -0.515
P 0.517 -1.111 -0.012 0.031
P -1.484 -0.012 0.185 -0.211
H 2.505 0.235 -0.064 0.235
H 0.966 1.090 0.781 0.301
H -2.419 -1.030 0.037 0.070
H -1.521 0.519 -1.218 0.088
```

Results
ΔE to the lowest compared entry with this formula, charge and spin ... 0.503 eV
SMILES ... C=P#[PH2]
Max |F| ... 0.085 Eh/bohr

5.
Density functional theory data (the ωB97M-V functional and the def2-TZVPD basis) for a cluster of 2 separate species, CH4P2S in total.

XYZ file:
```
8
Properties=species:S:1:pos:R:3:mulliken_charge:R:1
C -0.766 -1.098 0.371 -0.938
P 1.330 1.150 0.350 0.018
P -0.574 0.567 -0.466 0.170
S 1.266 0.229 -1.519 -0.170
H -1.752 -1.495 0.146 0.311
H -0.675 -0.985 1.450 0.320
H -0.011 -1.798 0.015 0.323
H 1.182 3.430 -0.347 -0.033
```

Results
ΔE to the lowest compared entry with this formula, charge and spin ... 2.427 eV
Max |F| ... 0.044 Eh/bohr

6.
Density functional theory data (the ωB97M-V functional and the def2-TZVPD basis) for the molecule CH4P2S.

XYZ file:
```
8
Properties=species:S:1:pos:R:3:mulliken_charge:R:1
P -0.817 -1.789 -0.247 -0.144
P 0.124 0.020 -0.450 0.006
C 1.786 0.051 0.367 -0.265
S 3.131 0.195 -0.483 -0.165
H 0.383 -2.504 0.275 -0.003
H 0.146 0.703 -1.635 0.108
H -0.377 1.174 0.289 0.097
H 1.632 -0.452 1.343 0.366
```

Results
ΔE to the lowest compared entry with this formula, charge and spin ... 3.097 eV
SMILES ... P=[PH2]C=S
Max |F| ... 0.049 Eh/bohr

7.
Density functional theory data (the ωB97M-V functional and the def2-TZVPD basis) for a structure of composition CH4P2S3.

XYZ file:
```
10
Properties=species:S:1:pos:R:3:lowdin_spin:R:1
C -0.570 -0.023 -1.876 0.029
P 1.779 -0.291 -0.001 0.020
P 0.021 0.920 1.871 0.750
S 2.333 -1.496 1.365 0.056
S -0.011 0.119 3.561 0.792
S -0.411 -0.832 -0.236 0.252
H -1.463 0.525 -1.991 0.001
H -0.711 -0.800 -2.592 0.009
H 0.300 0.470 -1.900 0.000
H -1.267 1.408 1.800 0.090
```

Results
ΔE to the lowest compared entry with this formula, charge and spin ... 1.273 eV
Max |F| ... 0.078 Eh/bohr
Spin multiplicity ... 3

8.
Density functional theory data (the ωB97M-V functional and the def2-TZVPD basis) for a cluster of 2 separate species, CH4S3 in total.

XYZ file:
```
8
Properties=species:S:1:pos:R:3:mulliken_charge:R:1
C -0.095 -0.040 -0.252 -0.254
S 1.466 0.316 0.390 -0.173
S -1.445 1.054 0.280 -0.153
S -0.589 -1.759 0.051 -0.155
H -0.298 -0.066 -1.726 0.281
H 2.048 1.222 -0.355 0.136
H -2.169 0.857 -0.832 0.154
H -1.510 -1.580 1.035 0.164
```

Results
ΔE to the lowest compared entry with this formula, charge and spin ... 2.174 eV
Max |F| ... 0.117 Eh/bohr